This record from the Open Molecules 2025 dataset describes a 2-piece molecular cluster, CH2N4O2 overall. The level of theory is wB97M-V/def2-TZVPD.

Computed properties:
Structure (SMILES)   [H]/N=N/N=N/[H].O=C=O
LUMO level   0.446 eV
HOMO-LUMO gap   9.30 eV

Each line ends with the natural charge from an NBO analysis.
Atoms and positions in Å:
H1 0.343 1.791 -0.323  0.3451
N1 -0.301 1.027 -0.569  -0.3414
N2 -0.873 0.593 0.407  -0.0047
N3 -1.682 -0.818 0.161  -0.0070
N4 -2.870 -0.679 -0.020  -0.3329
H2 -3.381 -1.569 0.042  0.3418
O1 3.085 -0.999 -0.605  -0.5007
C1 2.920 -0.119 0.104  1.0224
O2 2.759 0.773 0.804  -0.5225

***

This record from the Open Molecules 2025 dataset describes a 2-piece molecular cluster, C33H37BF2O2S overall. The level of theory is wB97M-V/def2-TZVPD.

Computed properties:
LUMO level   -3.892 eV
HOMO-LUMO gap   2.03 eV

Each line ends with the Löwdin charge.
Atoms and positions in Å:
C1 4.007 6.728 0.628  -0.0191
C2 2.972 5.672 0.507  -0.1761
C3 1.804 5.924 -0.218  -0.1929
F1 1.700 7.140 -0.850  0.0612
C4 0.772 5.025 -0.330  0.0729
C5 0.826 3.777 0.373  -0.1770
C6 -0.368 2.992 0.527  0.1642
C7 -1.579 3.700 0.798  -0.1876
C8 -1.536 4.866 1.629  0.0778
C9 -2.563 5.773 1.591  -0.1922
F2 -2.462 6.925 2.331  0.0652
C10 -3.716 5.592 0.823  -0.1737
C11 -4.734 6.671 0.769  -0.0158
C12 -3.838 4.367 0.151  0.0011
C13 -2.828 3.412 0.178  0.0268
C14 2.065 3.463 0.989  0.0314
C15 3.090 4.398 1.082  0.0105
H1 4.945 6.300 0.994  0.0896
H2 4.205 7.221 -0.330  0.0968
H3 3.702 7.512 1.333  0.1053
H4 -0.104 5.277 -0.925  0.1446
H5 -0.359 1.916 0.371  0.1365
H6 -0.661 5.063 2.242  0.1462
H7 -5.682 6.277 0.394  0.0902
H8 -4.907 7.106 1.758  0.0962
H9 -4.424 7.489 0.106  0.1068
H10 -4.755 4.175 -0.409  0.1290
H11 -2.936 2.469 -0.362  0.1349
H12 2.156 2.486 1.459  0.0827
H13 4.012 4.149 1.612  0.1268
C16 3.629 0.546 2.355  -0.0682
C17 2.648 -0.126 1.438  -0.3129
C18 1.267 -0.105 1.695  -0.0835
C19 0.407 -0.894 0.924  -0.0612
C20 0.932 -1.692 -0.083  -0.0894
B1 0.042 -2.935 -0.676  -0.9522
C21 0.075 -3.864 0.724  -0.3636
C22 -0.955 -4.190 1.583  -0.1443
C23 -0.779 -5.482 2.200  -0.1511
C24 0.357 -6.140 1.767  -0.6054
C25 0.778 -7.538 2.001  -0.1303
S1 1.338 -5.048 0.832  1.0687
O1 -1.339 -2.748 -0.974  0.0666
C26 -1.519 -3.298 -2.273  -0.4788
C27 -2.875 -3.981 -2.350  -0.0180
C28 -1.508 -2.149 -3.277  -0.0273
C29 -0.260 -4.275 -2.468  -0.4814
C30 -0.554 -5.675 -1.944  -0.0309
C31 0.261 -4.407 -3.893  -0.0185
O2 0.746 -3.668 -1.680  0.0178
C32 2.260 -1.573 -0.472  -0.0241
C33 3.121 -0.797 0.306  -0.0448
H14 4.620 0.104 2.206  0.0798
H15 3.719 1.615 2.141  0.0380
H16 3.337 0.436 3.404  0.0832
H17 0.867 0.496 2.515  0.1019
H18 -0.660 -0.942 1.139  0.1157
H19 -1.812 -3.559 1.795  0.0984
H20 -1.491 -5.938 2.883  0.0928
H21 0.147 -7.957 2.786  0.0712
H22 0.684 -8.143 1.089  0.0740
H23 1.822 -7.568 2.326  0.0673
H24 -3.057 -4.297 -3.385  0.0863
H25 -2.928 -4.861 -1.701  0.0795
H26 -3.659 -3.271 -2.065  0.0875
H27 -1.830 -2.529 -4.253  0.0803
H28 -2.223 -1.379 -2.960  0.0850
H29 -0.511 -1.704 -3.373  0.0910
H30 -1.209 -6.196 -2.661  0.0883
H31 0.382 -6.241 -1.865  0.0888
H32 -1.049 -5.651 -0.965  0.0848
H33 -0.523 -4.861 -4.512  0.0864
H34 0.554 -3.442 -4.320  0.0788
H35 1.129 -5.076 -3.898  0.0897
H36 2.637 -2.122 -1.334  0.1158
H37 4.183 -0.745 0.054  0.1058

***

This record from the Open Molecules 2025 dataset describes a 2-piece molecular cluster, C10H20 overall. The level of theory is wB97M-V/def2-TZVPD.

Computed properties:
Structure (SMILES)   CC=C(C)C.CC=C(C)C
LUMO level   1.095 eV
HOMO-LUMO gap   9.71 eV

Each line ends with the natural charge from an NBO analysis.
Atoms and positions in Å:
C1 -5.696 -1.156 -3.472  -0.6459
C2 -4.904 0.076 -3.019  -0.1924
C3 -4.887 0.601 -1.817  0.0075
C4 -4.189 1.934 -1.484  -0.6315
C5 -5.820 0.053 -0.716  -0.6569
H1 -6.412 -0.815 -4.238  0.2151
H2 -6.254 -1.677 -2.676  0.2125
H3 -4.997 -1.871 -3.938  0.2170
H4 -4.358 0.576 -3.831  0.1895
H5 -4.943 2.642 -1.103  0.2102
H6 -3.719 2.369 -2.382  0.2137
H7 -3.413 1.796 -0.712  0.2130
H8 -5.583 -0.965 -0.362  0.2201
H9 -6.869 0.073 -1.053  0.2179
H10 -5.708 0.754 0.129  0.2101
C6 4.326 -1.816 0.900  -0.6622
C7 4.378 -0.441 1.426  -0.2026
C8 5.322 0.101 2.239  0.0184
C9 5.082 1.486 2.746  -0.6295
C10 6.549 -0.583 2.713  -0.6527
H11 3.363 -1.870 0.366  0.2182
H12 4.303 -2.531 1.740  0.2150
H13 5.130 -2.114 0.206  0.2178
H14 3.564 0.233 1.129  0.1908
H15 6.017 2.058 2.623  0.2046
H16 4.886 1.360 3.824  0.2094
H17 4.254 2.064 2.303  0.2168
H18 6.446 -1.644 2.431  0.2175
H19 6.687 -0.521 3.805  0.2167
H20 7.447 -0.173 2.221  0.2218

***

This record from the Open Molecules 2025 dataset describes a 3-piece molecular cluster, C4H10N2O overall. The level of theory is wB97M-V/def2-TZVPD.

Computed properties:
LUMO level (alpha / beta)   -0.690 / -0.908 eV
HOMO-LUMO gap (alpha / beta)   6.91 / 6.68 eV

Each line ends with the natural charge from an NBO analysis.
Atoms and positions in Å:
C1 1.861 0.489 -1.168  -0.7333
C2 0.994 1.281 -0.229  0.4445
N1 0.448 -0.577 1.491  -0.0305
N2 0.493 0.029 2.528  -0.4063
O1 1.197 2.418 0.120  -0.5381
H1 0.308 -0.536 3.389  0.3708
H2 1.954 -0.540 -0.820  0.2337
H3 2.852 0.940 -1.239  0.2311
H4 1.388 0.476 -2.154  0.2335
C3 -1.309 -0.454 0.557  -0.3345
C4 -1.616 -0.818 -0.876  -0.6591
H5 -1.375 0.005 -1.555  0.2092
H6 -1.040 -1.688 -1.202  0.2204
H7 -1.737 0.486 0.908  0.2005
H8 -1.692 -1.228 1.219  0.1914
H9 -0.043 0.753 0.034  0.1341
H10 -2.683 -1.036 -1.004  0.2327

***

F_max (computed, Eh/bohr): 0.0344 0.0703 0.0492 0.0544
Energy relative to the best compared isomer or geometry (same formula, charge and spin) (computed, kcal per mole): 41.2 3.5 34.7 167.7
Total energy (computed, eV): -11121.83352 -55860.92727 -10693.07796 -9331.71463